Record 1
The following is a quantum chemistry calculation of a 10-piece molecular cluster, C39H107N9O10 overall, from the Open Molecules 2025 dataset.

Properties
HOMO energy = -8.86 eV
Charge = 0
LUMO energy = 0.58 eV
SMILES = COC[C@H](C)N.COC[C@H](C)N.COC[C@H](C)N.COC[C@H](C)N.COC[C@H](C)N.COC[C@H](C)N.COC[C@H](C)N.COC[C@H](C)N.COC[C@H](C)N.CC(C)O
Largest force on an atom = 0.086 hartree/bohr
HOMO-LUMO gap = 9.4 eV
Energy relative to the best compared isomer or geometry (same formula, charge and spin) = 1.576 eV

Geometry as XYZ:
```
165
Properties=species:S:1:pos:R:3:forces:R:3:lowdin_charge:R:1
C -1.172651 -4.331910 2.178901 -0.4 -0.7 0.5 -0.109
O -0.733384 -4.547999 0.841623 -0.2 -0.2 1.3 -0.193
C 0.425685 -3.779364 0.630948 0.5 0.4 -0.8 -0.226
C 0.936283 -4.107451 -0.769827 -1.7 -0.8 0.3 -0.421
C 2.357158 -3.676131 -0.920228 0.6 -0.5 -1.3 -0.071
N 0.019595 -3.579849 -1.856314 2.2 -0.1 0.7 0.081
H -0.367730 -4.443714 2.955046 -0.2 0.5 -0.9 0.100
H -1.862333 -5.130906 2.461019 -0.2 0.0 -0.4 0.087
H -1.704459 -3.373195 2.281695 0.4 -0.2 0.0 0.073
H 0.120382 -2.721088 0.640862 0.6 0.0 0.5 0.106
H 1.224913 -4.037681 1.397958 -0.8 0.5 -0.8 0.150
H 0.883608 -5.217843 -0.744216 0.2 0.3 -0.4 0.141
H 2.518916 -2.654847 -0.578113 0.3 -0.1 0.1 0.058
H 2.674291 -3.748260 -1.980980 -0.3 0.3 0.4 0.087
H 2.979094 -4.440134 -0.442752 0.2 0.6 0.4 0.086
H 0.197313 -4.209313 -2.637716 -0.6 0.3 0.0 0.058
H -0.943085 -3.609692 -1.584901 -0.4 -0.5 0.1 0.023
C -7.372544 -4.438241 -2.515342 -1.4 -0.9 0.3 -0.117
O -6.876794 -3.154852 -2.228751 -1.3 -0.9 0.1 -0.132
C -5.712085 -3.009870 -2.913330 2.7 -0.2 -0.5 -0.298
C -5.075716 -1.690385 -2.604770 0.9 1.2 -1.8 -0.404
C -5.846974 -0.556337 -3.312330 1.0 1.3 0.2 -0.059
N -3.651097 -1.569978 -3.093651 0.3 -1.1 -0.6 0.041
H -6.870220 -5.325576 -2.086614 0.6 0.7 0.1 0.092
H -7.445360 -4.638766 -3.584030 0.1 0.3 -0.3 0.087
H -8.379964 -4.517537 -2.120532 -0.2 0.3 0.1 0.085
H -4.982434 -3.748114 -2.516125 -0.2 -0.2 -0.5 0.112
H -5.790121 -3.126432 -4.037511 -0.2 -0.1 0.9 0.150
H -4.993367 -1.579292 -1.543085 -0.3 0.3 0.7 0.117
H -5.402073 0.461746 -3.003072 -0.6 -1.5 -0.9 0.091
H -6.911521 -0.486412 -3.179127 -0.5 -0.3 0.9 0.061
H -5.822909 -0.740773 -4.403212 0.7 0.4 0.3 0.079
H -2.979830 -2.224919 -2.632328 -1.0 0.7 -0.2 0.053
H -3.541963 -1.805810 -4.110858 -0.5 0.4 1.2 0.081
C -1.223888 -1.381140 4.057418 0.7 -0.2 -1.6 -0.091
O -0.226705 -0.523308 4.547134 0.0 -0.1 0.1 -0.187
C -0.642257 0.822881 4.607140 2.9 0.4 -1.1 -0.205
C 0.511864 1.595967 5.261163 -0.5 -0.5 0.1 -0.427
C 0.808790 0.943331 6.614898 1.5 0.7 -0.7 -0.056
N 0.074961 3.008139 5.341081 -1.1 -0.9 1.7 0.047
H -0.793545 -2.345510 3.796709 0.5 0.0 0.4 0.057
H -1.524541 -1.016311 3.053927 -0.7 0.0 0.7 0.087
H -1.998589 -1.587846 4.773816 -0.8 0.4 0.2 0.092
H -0.753428 1.293274 3.617541 -0.6 -0.5 0.1 0.097
H -1.484993 0.941031 5.213453 -1.7 0.2 0.9 0.111
H 1.429680 1.536519 4.636944 -0.7 0.1 0.2 0.113
H 1.259096 -0.044588 6.506791 0.1 0.2 0.0 0.079
H -0.037399 0.852711 7.233080 -1.5 -0.2 0.6 0.061
H 1.464159 1.620312 7.158906 0.5 -0.2 0.1 0.076
H -0.480934 3.057808 6.247027 0.5 0.1 -1.6 0.103
H 0.883366 3.538047 5.574752 0.8 0.7 0.1 0.044
C -1.379654 4.236477 1.644819 1.3 2.1 0.1 -0.151
O -2.216428 3.250477 2.082729 0.0 -1.1 1.6 -0.188
C -3.213016 2.963424 1.162474 -0.9 -0.2 -0.9 -0.204
C -3.962792 1.631305 1.439157 0.5 0.1 -3.2 -0.454
C -5.123760 1.425256 0.419941 0.0 1.8 -0.8 -0.060
N -4.502139 1.481146 2.706245 -2.4 -0.6 0.8 0.056
H -1.024528 4.021181 0.653187 0.1 -0.2 -0.9 0.057
H -0.445062 4.284783 2.252450 -1.0 0.0 0.0 0.091
H -1.838662 5.278492 1.578028 0.2 -1.1 0.3 0.114
H -3.910639 3.800478 1.172629 -0.5 0.2 -0.1 0.128
H -2.742897 2.939748 0.172000 -0.3 -0.2 -0.2 0.108
H -3.203623 0.830902 1.223700 -0.8 0.5 0.4 0.111
H -5.914648 2.252816 0.445888 1.1 -0.8 0.4 0.096
H -5.662483 0.510739 0.629437 0.1 -0.4 -0.1 0.067
H -4.769382 1.477478 -0.634446 -0.1 -0.4 0.6 0.069
H -5.389618 1.994688 2.842513 1.0 -0.3 -0.1 0.104
H -3.833156 1.748380 3.347888 1.3 0.7 2.1 0.040
C -2.029542 -1.375395 -0.240270 -0.7 3.6 -2.4 -0.105
O -1.102387 -0.902065 0.671919 -0.2 -1.8 1.6 -0.232
C -0.704764 0.418089 0.688054 -0.4 0.8 0.4 -0.201
C 0.793458 0.414697 1.001333 -0.9 -0.3 0.8 -0.393
C 1.132161 1.804912 1.446969 -0.3 1.4 -0.4 -0.051
N 1.582614 -0.066929 -0.136503 0.8 0.7 1.4 0.101
H -3.058589 -0.835579 -0.271320 1.2 -1.2 0.9 0.108
H -2.060048 -2.437094 -0.196701 -0.3 -0.8 0.1 0.065
H -1.630103 -0.964967 -1.206289 -0.4 -1.2 0.0 0.075
H -0.809448 0.862038 -0.322579 -0.3 0.1 0.4 0.123
H -1.345188 0.963570 1.464239 1.2 -0.3 -1.1 0.117
H 0.942164 -0.223558 1.921570 -0.1 0.1 -1.1 0.139
H 0.831330 2.514960 0.651898 0.2 -0.1 0.2 0.074
H 2.187792 1.970498 1.657480 -0.1 -0.1 0.1 0.063
H 0.490972 2.065809 2.310237 0.6 -0.1 -0.3 0.066
H 1.268332 -0.931942 -0.484560 -0.6 -1.4 -0.1 0.044
H 1.561511 0.540343 -0.934062 0.0 0.9 -0.3 0.046
C 2.714614 5.798206 1.478289 1.0 -0.5 0.4 -0.082
O 4.149540 5.936763 1.584218 -1.0 0.5 -0.4 -0.235
C 4.595422 5.819631 2.918845 1.6 -0.5 -0.5 -0.196
C 4.423736 4.357410 3.367030 -0.3 0.7 1.6 -0.472
C 5.081145 4.085767 4.733291 1.3 -0.2 0.0 -0.069
N 4.969563 3.482805 2.364590 0.2 -0.7 -0.2 0.073
H 2.481263 6.037133 0.460114 -0.2 0.3 -0.5 0.072
H 2.208160 6.500286 2.172998 0.1 -0.6 -0.3 0.101
H 2.431711 4.730155 1.622082 -0.1 0.7 0.3 0.078
H 5.718380 6.061105 2.892942 -1.5 -0.3 0.1 0.153
H 4.089288 6.573088 3.527889 0.0 -0.3 0.4 0.121
H 3.363181 4.117503 3.519276 -0.2 0.4 0.0 0.116
H 6.171924 4.350439 4.744538 -0.9 -0.1 -0.3 0.087
H 5.062255 3.000465 4.855541 0.0 0.0 0.2 0.062
H 4.653664 4.533471 5.644100 -0.3 0.1 -0.6 0.074
H 4.758613 3.874625 1.458766 0.1 0.0 -0.3 0.042
H 4.508377 2.565132 2.397025 0.3 0.4 -0.1 0.060
C -2.803225 3.552909 -3.226666 0.3 -1.5 0.2 -0.047
O -2.073583 2.712176 -2.267132 -2.0 1.1 -0.7 -0.205
C -0.711728 2.939596 -2.294862 0.9 1.2 0.6 -0.262
C 0.064759 2.150829 -3.334483 -0.7 0.2 -1.4 -0.451
C -0.545489 0.790242 -3.625888 1.4 -0.8 1.2 -0.039
N 1.372626 1.981189 -2.771371 1.8 -0.8 -0.2 0.039
H -2.444580 4.575068 -3.228601 0.1 0.2 0.3 0.080
H -3.891115 3.505014 -3.076727 0.5 0.0 0.6 0.088
H -2.666497 3.131064 -4.217520 0.3 0.0 -0.4 0.078
H -0.503110 4.050854 -2.403331 -0.1 -1.0 0.1 0.140
H -0.278859 2.640599 -1.316975 -0.4 0.1 -0.4 0.095
H 0.069204 2.726690 -4.305239 0.1 -0.4 0.7 0.147
H -1.273343 0.831812 -4.377010 -1.0 0.1 -1.3 0.049
H -1.070648 0.351846 -2.751880 0.7 0.1 -0.4 0.063
H 0.310871 0.144686 -3.970773 -1.1 0.2 0.4 0.100
H 2.052343 1.469405 -3.356572 -0.9 -0.1 0.1 0.091
H 1.835758 2.860926 -2.721383 0.3 1.0 0.5 0.062
C 4.514664 4.350474 -1.573338 -0.1 -1.5 -0.8 -0.057
O 5.175450 3.112916 -2.085489 -0.8 1.5 0.8 -0.186
C 5.177737 2.061409 -1.162488 -0.5 -0.9 1.4 -0.242
C 5.762566 0.727413 -1.708091 -1.2 0.2 0.6 -0.405
C 4.790680 0.033521 -2.633455 -0.7 -0.3 1.3 -0.072
N 6.023398 -0.242755 -0.617418 1.3 1.2 0.5 0.040
H 4.524099 4.948065 -2.478582 -0.1 0.4 0.2 0.079
H 5.039168 4.854635 -0.754608 0.3 -0.3 -0.2 0.074
H 3.443790 4.204839 -1.228784 1.1 -0.3 -0.4 0.085
H 5.753249 2.278086 -0.237320 0.0 0.4 -0.4 0.119
H 4.130418 1.877606 -0.797523 0.6 -0.1 -0.3 0.118
H 6.684511 0.967571 -2.217387 0.4 -0.1 -0.2 0.134
H 3.861922 -0.231986 -2.089074 0.3 0.3 0.0 0.073
H 5.187109 -0.915051 -2.911809 0.5 -0.6 -0.7 0.063
H 4.516432 0.638177 -3.449832 -0.2 0.7 -1.3 0.053
H 5.324387 -0.110351 0.106975 -0.6 -0.1 -0.2 0.020
H 6.854160 0.112295 -0.108833 -0.3 -0.5 -0.5 0.083
C -2.930772 -6.196592 -1.982545 -0.7 -1.1 0.6 -0.099
O -2.101225 -5.808163 -3.010940 1.9 -1.1 1.0 -0.197
C -2.734433 -5.107722 -3.986409 -0.6 -0.4 -1.2 -0.266
C -1.753306 -5.077739 -5.151178 -0.6 0.6 0.6 -0.440
C -2.273820 -4.154563 -6.226873 0.1 -0.3 -2.6 -0.074
N -1.638579 -6.435224 -5.651620 0.4 0.0 -1.8 0.046
H -3.971180 -5.964674 -2.270185 0.2 0.0 0.7 0.080
H -2.594380 -5.758764 -1.052878 -0.3 0.6 0.4 0.078
H -2.858524 -7.284438 -1.802109 -0.1 0.2 -0.3 0.098
H -3.630417 -5.699577 -4.255202 0.0 0.6 -0.5 0.137
H -3.030758 -4.147841 -3.580550 -0.1 0.6 -0.4 0.088
H -0.825273 -4.668666 -4.693983 -0.2 -0.1 -0.5 0.136
H -1.672795 -4.232113 -7.174777 -0.1 -0.2 0.9 0.085
H -2.200789 -3.102674 -6.017762 -0.2 0.4 0.6 0.058
H -3.287781 -4.384015 -6.643711 0.5 0.0 1.0 0.096
H -1.139069 -7.059293 -5.049707 0.2 -0.1 0.6 0.065
H -1.146821 -6.462515 -6.570205 -0.6 0.2 1.0 0.091
C 3.125942 -0.669177 3.710910 0.7 0.4 1.0 -0.032
C 4.258260 -0.331096 2.734248 -0.4 -1.1 -0.2 -0.486
C 4.942969 -1.597165 2.299053 0.0 -0.5 0.4 -0.059
O 3.855444 0.396745 1.593193 -1.2 0.2 -0.5 -0.120
H 2.700888 0.250207 4.121569 0.0 -0.3 0.1 0.051
H 3.445918 -1.336654 4.556499 0.1 0.9 -0.6 0.102
H 2.327308 -1.236337 3.272178 -0.4 -0.2 -0.7 0.061
H 5.047519 0.286495 3.135009 0.0 0.4 0.8 0.129
H 5.810276 -1.318873 1.743822 0.7 -0.1 -0.6 0.050
H 4.300764 -2.212265 1.656893 0.1 0.0 0.3 0.089
H 5.287038 -2.135005 3.192927 -0.2 -0.2 -0.3 0.088
H 3.017603 0.046374 1.166174 1.2 0.1 0.2 0.061
```
Positions in Å, forces in eV/Å.

Record 2
The following is a quantum chemistry calculation of one molecule with the formula C20H21ClN6O3S, from the Open Molecules 2025 dataset.

Properties
HOMO energy = -9.01 eV
Charge = 0
LUMO energy = 0.16 eV
SMILES = Cc1ccccc1-c1nnn(CC(=O)N2CCN(S(=O)(=O)c3ccc(Cl)cc3)CC2)n1
Largest force on an atom = 0.023 hartree/bohr
HOMO-LUMO gap = 9.2 eV

Geometry as XYZ:
```
52
Properties=species:S:1:pos:R:3:forces:R:3:lowdin_charge:R:1
C 0.505104 1.405899 -5.447625 -0.1 -0.1 -0.2 -0.058
C 0.840552 2.696629 -4.775676 0.1 0.1 0.2 -0.214
C 0.467633 3.900523 -5.360499 0.0 0.1 0.0 -0.045
C 0.756854 5.116652 -4.769143 0.0 0.0 0.0 -0.078
C 1.434358 5.154725 -3.560915 0.0 0.1 0.0 -0.082
C 1.816307 3.973971 -2.959679 0.0 -0.1 -0.1 -0.031
C 1.528233 2.744210 -3.554950 -0.2 0.6 -0.3 -0.133
C 1.968958 1.551956 -2.861137 0.4 -0.4 0.8 -0.285
N 1.813707 0.273345 -3.270117 -0.3 0.1 -0.5 0.090
N 2.339494 -0.475992 -2.370754 0.4 -0.8 0.4 0.063
N 2.808388 0.314211 -1.431501 -0.3 0.2 -0.9 -0.198
C 3.444366 -0.166279 -0.245126 0.4 0.0 0.7 -0.020
C 2.689664 0.261649 1.025578 0.1 -0.3 -0.2 -0.440
O 3.244028 0.938230 1.864415 0.4 0.2 0.1 0.070
N 1.419194 -0.173008 1.164408 -0.2 0.0 0.2 -0.040
C 0.632881 -0.955212 0.234712 -0.2 -0.1 -0.4 -0.108
C -0.478577 -0.070904 -0.354617 0.2 -0.6 -0.4 -0.150
N -1.260196 0.547783 0.683128 -1.1 -0.3 0.2 -0.231
S -2.708804 -0.141794 1.112354 0.3 0.1 -0.1 0.670
O -3.336416 -0.567220 -0.100601 0.2 -0.3 0.0 -0.273
O -3.368027 0.788570 1.975610 0.2 -0.1 0.3 -0.273
C -2.318540 -1.609763 2.077840 -0.3 0.5 -0.3 -0.272
C -2.185801 -1.505081 3.449866 -0.1 0.0 0.1 -0.064
C -1.859111 -2.625629 4.194143 0.0 -0.1 -0.1 -0.084
C -1.673213 -3.840087 3.545432 -0.1 0.3 -0.2 -0.665
Cl -1.260966 -5.237247 4.464716 0.0 -0.2 0.1 0.697
C -1.824179 -3.948458 2.168546 0.0 0.0 0.1 -0.085
C -2.151111 -2.821626 1.433861 -0.1 0.0 0.0 -0.065
C -0.491829 1.235899 1.690503 0.2 0.1 0.6 -0.145
C 0.618114 0.344359 2.260575 0.0 0.4 0.2 -0.097
N 2.602049 1.582952 -1.685819 -0.1 0.5 0.0 0.196
H -0.018444 1.586901 -6.383083 0.0 0.0 -0.1 0.076
H 1.408629 0.833519 -5.647493 -0.1 -0.1 -0.1 0.077
H -0.119736 0.791444 -4.802170 0.0 -0.1 -0.1 0.078
H -0.061977 3.880913 -6.302336 0.0 0.0 -0.1 0.109
H 0.453813 6.034780 -5.250509 0.0 0.1 0.0 0.103
H 1.663395 6.100033 -3.092673 0.0 0.1 0.0 0.102
H 2.347045 3.978632 -2.019969 0.0 0.1 0.1 0.105
H 3.519844 -1.252765 -0.322272 0.0 0.1 -0.1 0.136
H 4.444436 0.270555 -0.167173 -0.2 -0.1 0.0 0.138
H 1.240789 -1.374243 -0.564783 -0.1 0.0 0.2 0.099
H 0.180218 -1.782525 0.794948 0.1 0.1 -0.1 0.118
H -1.160746 -0.651036 -0.974997 0.2 0.0 -0.1 0.120
H -0.036860 0.723325 -0.967363 0.0 -0.1 0.0 0.121
H -2.358797 -0.550436 3.920855 0.0 0.1 0.1 0.120
H -1.753801 -2.564294 5.265620 0.0 0.0 0.1 0.111
H -1.692642 -4.903212 1.684662 0.0 -0.1 0.0 0.110
H -2.298539 -2.871842 0.366568 0.0 -0.1 -0.1 0.120
H -1.188841 1.552586 2.465173 0.2 0.2 0.1 0.117
H -0.039640 2.123568 1.233619 -0.1 0.0 0.0 0.140
H 1.274963 0.919964 2.914144 -0.1 -0.1 0.0 0.127
H 0.192431 -0.498335 2.814935 0.1 0.1 0.0 0.118
```
Positions in Å, forces in eV/Å.